# 1
This record from the OMol25 dataset describes a 7-piece molecular cluster, C33H49BrCl25N2 overall in a non-equilibrium geometry. The level of theory is ωB97M-V with the def2-TZVPD basis set.

## Properties
HOMO level = -11.979 eV
Net charge = +1
Gap between HOMO and LUMO = 7.60 eV

CARTESIAN COORDINATES (ANGSTROEM)
1 C 6.79679 0.61853 2.32499
2 C 7.25698 -0.45149 1.26768
3 C 6.97676 -0.07820 -0.24339
4 C 6.07482 1.18518 -0.46803
5 C 4.52097 0.85130 -0.31176
6 C 3.74827 0.85231 -1.68742
7 C 2.41977 1.71108 -1.65691
8 C 1.84310 1.85873 -3.13539
9 C 0.26441 1.74635 -3.18513
10 C -0.24385 0.85203 -4.39596
11 C -0.65884 -0.58476 -3.89385
12 C -2.16941 -0.64701 -3.38708
13 C -2.24089 -1.79605 -2.31060
14 C -3.57323 -1.65844 -1.43919
15 C -3.11321 -1.65250 0.08070
16 C -4.33735 -2.08734 0.99858
17 C -4.83880 -0.75833 1.71772
18 C -4.21468 -0.63925 3.15846
19 C -2.75655 -0.10051 3.15326
20 C -2.47348 1.23507 2.62796
21 C -3.51517 2.19494 2.01581
22 C -3.03109 3.68923 1.93065
23 C -2.35558 4.09451 0.55705
24 C -3.35820 4.68104 -0.50529
25 C -1.51616 2.95986 -0.14444
26 C -1.05109 1.60705 2.73174
27 N -0.22252 0.67372 3.24439
28 Cl 1.43499 1.18549 3.32518
29 N -0.41929 -0.52250 3.68126
30 C -1.68203 -0.95758 3.67730
31 Br -1.95495 -2.75442 4.38830
32 H 7.34908 0.38125 3.27883
33 H 7.11770 1.65981 2.06411
34 H 5.71114 0.55467 2.59028
35 H 6.83616 -1.43522 1.58580
36 H 8.37321 -0.54631 1.37844
37 H 7.89839 0.01981 -0.86631
38 H 6.40691 -0.94502 -0.68246
39 H 6.38130 2.09036 0.10726
40 H 6.19463 1.46673 -1.55297
41 H 4.00252 1.53089 0.40637
42 H 4.48471 -0.20948 0.06545
43 H 3.43868 -0.17446 -2.02538
44 H 4.35246 1.26927 -2.53864
45 H 2.73546 2.74736 -1.35826
46 H 1.64220 1.29906 -0.97130
47 H 2.11413 2.85235 -3.58467
48 H 2.27927 1.08168 -3.82378
49 H -0.14517 1.29711 -2.24447
50 H -0.15312 2.77118 -3.37605
51 H 0.54913 0.70236 -5.17610
52 H -1.14435 1.30000 -4.88993
53 H -0.03105 -0.85851 -3.00637
54 H -0.56576 -1.34444 -4.70721
55 H -2.79186 -0.98385 -4.25817
56 H -2.49687 0.34502 -2.98562
57 H -2.24785 -2.81803 -2.76676
58 H -1.37578 -1.69629 -1.60365
59 H -4.09486 -0.68349 -1.62634
60 H -4.27369 -2.50914 -1.62183
61 H -2.85181 -0.59507 0.35828
62 H -2.25197 -2.34308 0.26094
63 H -4.04013 -2.82787 1.78552
64 H -5.14722 -2.57400 0.40227
65 H -4.69524 0.14317 1.08402
66 H -5.94902 -0.89660 1.85097
67 H -4.30631 -1.63833 3.63690
68 H -4.81595 0.05803 3.81024
69 H -3.82380 1.87583 0.98856
70 H -4.43157 2.14642 2.65768
71 H -2.33877 3.98307 2.75865
72 H -3.95156 4.32455 2.03585
73 H -1.62943 4.92330 0.78837
74 H -2.75314 5.34198 -1.18788
75 H -3.77778 3.88473 -1.17145
76 H -4.14429 5.33965 -0.06515
77 H -2.06952 1.99587 -0.27373
78 H -1.29242 3.31744 -1.18791
79 H -0.50254 2.80703 0.31966
80 H -0.68861 2.60480 2.40231
81 C 5.56995 -3.33199 -3.40985
82 Cl 3.84866 -2.97949 -3.15057
83 Cl 5.78130 -4.18043 -4.95096
84 Cl 6.47663 -1.81138 -3.44691
85 Cl 6.17306 -4.34604 -2.08735
86 C 3.50434 4.55147 3.32182
87 Cl 4.26584 2.97090 3.60142
88 Cl 2.15948 4.37305 2.17347
89 Cl 2.89087 5.18989 4.85479
90 Cl 4.69988 5.66725 2.65159
91 C 1.89041 -6.85576 -3.47010
92 Cl 0.45811 -6.41992 -4.41988
93 Cl 2.29974 -8.55400 -3.76405
94 Cl 3.25144 -5.82611 -3.94535
95 Cl 1.55150 -6.61854 -1.74609
96 C -7.17401 -2.33149 6.20972
97 Cl -7.58778 -3.55975 7.41276
98 Cl -7.25835 -0.72392 6.94944
99 Cl -5.52556 -2.61918 5.61352
100 Cl -8.31182 -2.42027 4.85487
101 C -6.52426 3.29629 -2.81568
102 Cl -8.17460 2.70322 -3.05035
103 Cl -5.82894 3.74597 -4.37961
104 Cl -6.55191 4.71533 -1.75080
105 Cl -5.53824 2.01301 -2.07856
106 C 3.74143 -7.02708 1.95330
107 Cl 2.12257 -7.62241 1.54370
108 Cl 4.58642 -6.55068 0.47065
109 Cl 3.59990 -5.62452 3.02935
110 Cl 4.65241 -8.30731 2.76862

# 2
This record from the OMol25 dataset describes C4H4LuO2 as an isolated structure in a non-equilibrium geometry. The level of theory is ωB97M-V with the def2-TZVPD basis set.

## Properties
HOMO level (alpha / beta) = -23.849 / -20.849 eV
Net charge = +3
ΔE to the lowest compared entry with this formula, charge and spin = 0.6898 eV
Gap between HOMO and LUMO (alpha / beta) = 9.69 / 5.07 eV

CARTESIAN COORDINATES (ANGSTROEM)
1 H -1.09136 0.16479 1.39844
2 O -0.89545 -2.90065 -1.38473
3 C -0.32419 -1.91678 -1.16493
4 C 0.34861 -0.82111 -0.85871
5 C -0.32483 0.72603 0.83738
6 C -0.30048 0.58313 -0.63359
7 H 1.43303 -0.88244 -0.96797
8 H 0.32593 1.37109 -1.06805
9 H -1.34129 0.58991 -0.98703
10 O 0.71188 1.05557 1.43507
11 Lu 1.45815 2.03047 3.39412

# 3
This record from the OMol25 dataset describes an isolated molecule of C4H8O2. The level of theory is ωB97M-V with the def2-TZVPD basis set.

## Properties
HOMO level = -9.570 eV
Net charge = 0
ΔE to the lowest compared entry with this formula, charge and spin = 1.7249 eV
Gap between HOMO and LUMO = 10.36 eV
SMILES = COCC(C)=O

CARTESIAN COORDINATES (ANGSTROEM)
1 C -1.56563 0.73074 -0.08787
2 O -1.48575 -0.62411 0.28608
3 C -0.24990 -1.12823 0.73625
4 C 1.08416 -0.77746 0.05381
5 C 1.32447 0.55317 -0.63143
6 O 1.97966 -1.58645 0.17910
7 H -1.26186 0.86961 -1.13531
8 H -2.61205 1.03602 -0.01066
9 H -0.94884 1.38161 0.54851
10 H -0.09782 -0.87920 1.80361
11 H -0.32497 -2.21674 0.65681
12 H 2.37783 0.60362 -0.91242
13 H 1.08170 1.38779 0.03972
14 H 0.69900 0.64964 -1.52620

Question: What is the formula in the first record?
Answer: C33H49BrCl25N2